1.
C32H29ClN3O5PtS | the ωB97M-V functional and the def2-TZVPD basis

Orbital gap (spin up / spin down) ... 3.487 / 3.396 eV
Total energy ... -74950.015 eV
M ... 798.2 g/mol
ΔE to the lowest compared entry with this formula, charge and spin ... 2.280 eV
LUMO level (spin up / spin down) ... -6.708 / -6.760 eV
Total charge ... +1
HOMO energy (spin up / spin down) ... -10.195 / -10.156 eV

Cartesian coordinates (Å):
C -4.57 2.72 0.03
C -0.49 -7.65 0.39
N -0.51 1.66 -0.17
C 0.34 2.61 -0.45
H -4.47 2.91 -2.11
C -3.87 2.41 1.19
O -1.97 -0.68 -1.42
C 1.12 7.32 -1.28
H 1.44 -5.42 -1.30
C 4.07 -1.02 -0.41
H 2.48 7.96 -2.81
H -1.50 6.25 0.25
C 0.07 -2.31 -0.14
H 2.23 3.21 -0.60
O -2.20 -1.04 0.85
C -1.91 2.02 -0.10
C 1.81 -0.10 -0.36
C 1.97 7.12 -2.36
H 1.10 -7.85 -1.06
H -2.40 1.89 3.28
C 0.69 -5.81 -0.63
C 3.80 1.38 -0.39
C 0.49 -7.15 -0.50
C 2.39 1.19 -0.42
C -1.42 -9.70 2.12
H -2.12 -7.12 1.71
C -3.93 2.68 -1.20
C -0.61 -10.64 2.95
H -0.35 -11.52 2.36
H -1.18 -10.92 3.83
H 5.47 2.69 -0.21
H 1.59 3.78 -2.72
C -1.75 1.81 2.41
H -0.18 5.86 1.35
H -2.09 2.26 -2.23
C 4.40 2.76 -0.37
C 4.61 0.27 -0.39
C 0.07 -3.53 0.00
C 0.67 4.97 -1.19
H 3.99 3.37 0.44
H 0.96 8.32 -0.90
H -0.44 7.52 0.81
H 5.68 0.40 -0.37
C 2.15 5.84 -2.86
S -0.61 -9.37 0.45
H 0.32 -10.15 3.23
H -1.77 -4.70 1.48
N 1.67 2.37 -0.52
H -0.94 2.54 2.53
H 2.79 5.68 -3.72
C 2.72 -1.20 -0.40
O -2.46 -9.20 2.40
H -5.62 2.97 0.09
Pt -0.11 -0.36 -0.19
H -0.98 4.10 -0.25
C -0.11 -4.89 0.11
H 4.25 3.29 -1.31
C 1.49 4.77 -2.28
C -2.59 2.33 -1.27
O -3.01 -2.69 -0.66
C -2.52 2.06 1.15
H -4.37 2.44 2.14
C -1.13 -5.41 0.96
H -1.30 0.82 2.42
Cl -2.90 -1.30 -0.42
H 2.33 -2.20 -0.40
C -0.46 6.48 0.50
O -4.15 -0.63 -0.47
C -1.32 -6.75 1.10
H 4.73 -1.88 -0.43
N -0.04 3.90 -0.57
C 0.45 6.26 -0.67

=====

2.
H5N3O | the ωB97M-V functional and the def2-TZVPD basis

Orbital gap ... 9.622 eV
Total energy ... -6594.871 eV
M ... 63.1 g/mol
ΔE to the lowest compared entry with this formula, charge and spin ... 1.625 eV
SMILES ... [H]/N=N/[H].NO
LUMO level ... 0.746 eV
HOMO energy ... -8.876 eV

Cartesian coordinates (Å):
H 0.15 0.67 1.52
H -0.60 -0.03 -0.20
N -1.95 -1.45 -0.71
O 1.07 0.35 1.40
H -2.80 -1.39 -1.30
N -1.48 -0.29 -0.61
H 1.81 -0.07 -0.46
H 2.30 1.46 0.27
N 1.50 0.76 0.10

=====

3.
C7H11N2 | the ωB97M-V functional and the def2-TZVPD basis

Orbital gap ... 9.568 eV
Total energy ... -10407.393 eV
M ... 123.2 g/mol
ΔE to the lowest compared entry with this formula, charge and spin ... 4.326 eV
SMILES ... CC1=C2C[C@@]2([NH3+])CC=N1
LUMO level ... -3.757 eV
Total charge ... +1
HOMO energy ... -13.325 eV

Cartesian coordinates (Å):
H -0.27 2.87 -0.14
H 1.08 0.66 1.49
N 1.75 -0.06 1.09
C -0.22 -0.84 -0.19
H 2.72 0.37 1.06
H 1.76 -1.02 1.62
H -2.75 -1.86 0.37
H 1.50 -2.27 -0.18
H 0.64 1.31 -1.91
N -1.30 1.18 0.36
H -3.18 -0.65 -0.59
H 1.77 1.93 -0.63
C -0.35 1.81 -0.18
H 1.07 -1.61 -1.92
C -2.72 -0.82 0.36
H -3.12 -0.36 1.24
C -1.35 -0.24 0.10
C 0.94 -1.56 -0.79
C 1.10 -0.11 -0.32
C 0.93 1.28 -0.85

=====

4.
C26H35BF8N3O11P2S3 | the ωB97M-V functional and the def2-TZVPD basis

Orbital gap ... 6.723 eV
Total energy ... -128022.101 eV
M ... 886.5 g/mol
LUMO level ... -0.298 eV
Total charge ... -1
HOMO energy ... -7.021 eV

Cartesian coordinates (Å):
C 4.64 2.07 0.67
C 2.32 -1.20 -0.13
H 5.37 1.91 -0.20
H -0.35 1.79 3.33
O -2.73 -5.10 -0.16
H 5.23 -0.19 -1.50
O -5.04 -4.42 -1.31
H -2.27 -4.81 0.66
H 2.76 3.35 2.20
H -5.28 1.21 -3.77
C -0.97 -0.44 4.97
F 7.15 -0.57 -3.19
C -4.49 -0.64 -4.87
H -1.53 -1.15 2.93
H 2.38 -2.27 -0.54
C 1.80 4.31 0.41
P -3.82 -3.82 -0.55
F -3.14 -0.64 -4.43
C 3.56 -0.28 -0.04
C -4.17 1.36 -0.89
H -6.31 -0.57 -1.78
C 1.88 1.67 0.97
N 5.32 1.73 1.99
C 1.83 3.17 1.54
C -3.00 -1.12 -1.14
C 4.82 -3.23 0.51
O -0.25 -2.75 5.26
H 5.86 -0.38 0.21
H 3.73 -2.33 -2.14
H -4.16 2.85 2.35
H 5.77 -3.60 1.02
C -4.17 -0.11 -1.46
O -1.38 3.99 1.45
H 1.60 3.94 -0.65
O 4.60 -2.75 -2.01
H 3.04 -4.24 0.00
O -4.28 -2.97 0.85
C -5.47 0.09 -3.82
H -5.19 -2.63 0.64
H 4.28 -2.57 1.28
C -5.34 -0.67 -2.41
H 0.34 -0.79 3.16
C -2.97 1.83 0.04
S -3.15 4.97 -0.64
N -0.71 1.18 1.31
O 2.97 5.20 0.43
H -2.10 1.29 2.92
H -1.85 0.23 5.28
F 7.27 0.76 -5.12
C -1.90 -0.61 -0.19
O -2.52 -2.45 5.85
H -2.87 -3.03 5.14
F 6.06 -1.24 -5.15
F -4.52 0.00 -6.15
C 3.31 1.17 0.55
O -4.03 3.78 2.04
C -1.81 0.83 0.42
S -5.57 2.53 -1.34
C 5.21 -2.29 -0.76
C 0.62 0.74 0.88
H -6.54 -0.12 -4.20
C -0.73 -0.45 3.36
B 6.44 -0.11 -4.35
H 6.34 -2.46 -0.92
H 0.91 5.01 0.68
N 4.03 -4.44 0.14
C 0.93 -0.71 0.33
O -5.96 3.41 -0.17
H -0.75 3.91 0.69
H 4.43 3.19 0.72
F -4.92 -1.99 -5.12
F 5.26 0.59 -3.93
H 5.81 0.83 1.91
H -0.04 -0.03 5.51
H 0.92 3.28 2.22
H 4.44 -4.95 -0.65
S -0.55 -1.83 0.26
H -3.43 -2.74 -2.73
C -0.99 1.01 2.76
P -2.89 3.61 0.75
H -1.82 -2.95 -1.92
C -2.91 -2.60 -1.71
C 5.02 -0.72 -0.49
H 6.06 2.43 2.18
H 3.19 5.41 1.37
F -6.97 1.72 -1.76
H -5.26 -1.79 -2.64
O -5.18 3.34 -2.56
C -1.24 -1.97 5.40

=====

Among the records above, which one has the lowest M?
H5N3O